No. 1
Here is a molecular structure, C27H47BeCl3F3KLiN6O9P at a distorted geometry from the OMol25 dataset. Energies are from ωB97M-V/def2-TZVPD.

Output
Orbital gap = 1.236 eV
Lowest unoccupied orbital energy = -3.7 eV
Highest occupied orbital energy = -5.0 eV

ORCA input file:
```
! wB97M-V def2-TZVPD RIJCOSX def2/J DEFGRID3
* xyz 0 1
C -3.717 5.126 0.806
C -3.929 3.656 0.060
O -4.038 2.561 1.036
C -3.183 1.413 0.668
C -1.650 1.782 1.151
O -1.036 0.605 1.785
C -0.108 -0.096 0.879
P 1.670 0.136 1.644
C 1.595 1.783 2.613
C 3.033 2.315 3.192
C 2.896 3.974 3.350
F 1.476 4.376 3.665
F 3.201 4.527 1.998
F 3.816 4.495 4.421
C 2.844 0.233 0.092
N 4.297 -0.015 0.429
C 5.066 0.828 -0.610
C 1.976 -1.418 2.709
C 2.908 -1.188 4.037
N 2.227 -0.405 5.157
N 4.294 -0.627 3.751
N 3.155 -2.594 4.625
H -4.720 5.482 1.335
H -3.446 5.891 -0.066
H -2.821 5.093 1.592
H -3.025 3.524 -0.704
H -4.912 3.633 -0.596
H -3.481 0.414 1.228
H -3.252 1.294 -0.500
H -1.711 2.654 1.961
H -1.056 2.226 0.245
H -0.335 -1.255 0.767
H -0.068 0.336 -0.213
H 1.230 2.607 1.830
H 0.738 1.699 3.406
H 3.951 2.148 2.485
H 3.179 1.917 4.288
H 2.647 1.195 -0.561
H 2.500 -0.685 -0.590
H 4.586 0.404 1.340
H 6.175 0.466 -0.736
H 4.525 0.739 -1.645
H 5.012 1.984 -0.314
H 0.909 -1.774 3.108
H 2.377 -2.338 2.067
H 2.909 0.224 5.634
H 1.374 0.095 4.824
H 4.889 -0.596 4.620
H 4.806 -1.265 3.079
H 3.565 -3.147 3.826
H 3.956 -2.472 5.314
C 0.183 -5.381 -1.415
C 0.211 -4.085 -0.901
C 1.383 -3.583 -0.336
C 2.531 -4.374 -0.293
C 2.504 -5.669 -0.811
C 1.330 -6.175 -1.368
H -0.731 -5.773 -1.853
H -0.682 -3.466 -0.940
H 1.402 -2.575 0.071
H 3.445 -3.981 0.143
H 3.400 -6.285 -0.779
H 1.308 -7.185 -1.766
Cl 4.659 -3.878 2.439
C 5.804 5.037 -1.004
O 5.739 3.848 -1.274
N 6.695 5.865 -1.578
N 4.991 5.624 -0.108
H 6.764 6.847 -1.369
H 7.326 5.463 -2.258
H 4.305 5.036 0.347
H 5.029 6.602 0.127
Be -4.974 0.578 -0.298
C -1.315 -2.850 -4.253
Cl -2.575 -3.125 -3.044
Cl -0.176 -1.609 -3.714
H -0.772 -3.783 -4.420
H -1.782 -2.523 -5.186
C -10.327 -1.610 -2.506
C -10.481 -2.942 -2.423
C -9.280 -3.654 -1.807
O -9.234 -4.865 -1.568
C -8.078 -2.844 -1.475
C -7.919 -1.513 -1.571
C -9.160 -0.789 -2.086
O -9.261 0.438 -2.184
O -6.892 -0.822 -1.287
O -11.479 -3.640 -2.781
H -11.133 -1.016 -2.921
H -7.252 -3.443 -1.109
Li 5.222 -0.248 -2.824
O -6.937 6.155 2.534
H -6.583 5.670 3.257
K 6.699 -4.271 0.913
C -0.266 -2.259 -7.751
O -1.174 -3.165 -7.419
H -0.625 -1.235 -7.956
H 0.533 -2.052 -7.019
H 0.332 -2.450 -8.658
*
```

No. 2
Here is 3 unconnected molecules or ions with the total composition CH6N2O2S at a distorted geometry from the OMol25 dataset. Energies are from ωB97M-V/def2-TZVPD.

Output
Orbital gap (alpha / beta) = 7.445 / 6.509 eV
Lowest unoccupied orbital energy (alpha / beta) = 0.7 / -2.9 eV
Highest occupied orbital energy (alpha / beta) = -6.8 / -9.5 eV
Energy relative to the best compared isomer or geometry (same formula, charge and spin) = 38.5 kJ/mol

ORCA input file:
```
! wB97M-V def2-TZVPD RIJCOSX def2/J DEFGRID3
* xyz 0 3
C 3.057 0.322 0.204
N -0.789 1.478 -1.070
N -2.516 -1.446 0.431
O 0.144 -0.211 0.345
O 2.540 1.384 0.439
S 0.019 1.217 0.217
H 2.534 -0.442 -0.335
H 4.000 0.168 0.626
H -2.903 -0.838 -0.354
H -0.925 2.495 -1.382
H -3.331 -1.983 0.871
H -1.829 -2.144 0.007
*
```

No. 3
Here is a molecular structure, C32H44CaN9O5S2 from the OMol25 dataset. Energies are from ωB97M-V/def2-TZVPD.

Output
Orbital gap = 9.146 eV
Lowest unoccupied orbital energy = -1.6 eV
Highest occupied orbital energy = -10.8 eV
Energy relative to the best compared isomer or geometry (same formula, charge and spin) = 10.6 kJ/mol

ORCA input file:
```
! wB97M-V def2-TZVPD RIJCOSX def2/J DEFGRID3
* xyz 1 1
Ca 0.285 -0.573 -0.016
C 1.356 -2.382 -2.782
C 2.600 -2.616 -1.922
C 2.318 -3.388 -0.662
C 3.000 -4.570 -0.392
C 2.758 -5.249 0.788
C 1.841 -4.717 1.682
C 1.206 -3.539 1.335
N 1.420 -2.886 0.192
N 0.781 -1.022 -2.652
C -0.535 -1.016 -3.310
C -1.531 -1.916 -2.629
C -2.596 -2.451 -3.346
C -3.499 -3.271 -2.696
C -3.310 -3.542 -1.347
C -2.231 -2.961 -0.714
N -1.355 -2.162 -1.330
C 1.705 -0.126 -3.378
C 1.326 1.328 -3.505
C 1.952 2.290 -2.717
C 1.715 3.629 -2.974
C 0.859 3.968 -4.013
C 0.269 2.942 -4.737
N 0.489 1.651 -4.493
H 0.596 -3.108 -2.497
H 1.590 -2.559 -3.840
H 3.056 -1.664 -1.646
H 3.340 -3.168 -2.501
H 3.719 -4.944 -1.109
H 3.280 -6.170 1.010
H 1.626 -5.193 2.628
H 0.513 -3.080 2.029
H -0.436 -1.309 -4.365
H -0.926 0.002 -3.297
H -2.699 -2.234 -4.401
H -4.332 -3.705 -3.233
H -3.986 -4.183 -0.801
H -2.062 -3.127 0.345
H 1.845 -0.501 -4.402
H 2.666 -0.179 -2.870
H 2.626 1.970 -1.933
H 2.203 4.398 -2.389
H 0.666 5.000 -4.273
H -0.400 3.165 -5.561
C -3.859 4.137 -0.123
N -3.288 2.823 -0.324
C -3.411 1.718 0.610
C -2.360 0.785 0.064
O -2.027 -0.273 0.585
N -1.782 1.293 -1.052
C -2.310 2.515 -1.185
N -1.877 3.374 -2.106
H -4.711 4.045 0.545
H -4.226 4.548 -1.064
H -3.139 4.827 0.325
H -4.401 1.258 0.582
H -3.179 1.988 1.641
H -1.121 3.101 -2.713
H -2.265 4.294 -2.197
O -2.885 0.768 3.601
S -2.876 -0.732 3.630
C -2.692 -1.201 5.375
C -1.205 -1.155 5.696
C -0.539 -1.859 4.516
C -1.160 -1.242 3.266
H -3.094 -2.212 5.478
H -3.318 -0.511 5.939
H -0.981 -1.632 6.650
H -0.872 -0.117 5.751
H -0.756 -2.930 4.558
H 0.544 -1.737 4.507
H -1.157 -1.883 2.388
H -0.662 -0.309 3.004
C 2.266 4.733 1.677
N 1.199 3.752 1.660
C 0.317 3.481 2.677
C -0.342 2.346 2.315
N 0.141 1.895 1.103
C 1.055 2.772 0.751
H 2.008 5.528 2.372
H 2.387 5.164 0.685
H 3.198 4.263 1.988
H 0.236 4.113 3.544
H -1.141 1.846 2.839
H 1.681 2.707 -0.121
C 4.332 -0.945 1.198
S 2.952 0.158 1.145
O 3.406 1.421 1.662
O 2.520 0.206 -0.276
O 1.871 -0.492 1.910
H 5.122 -0.530 0.576
H 4.031 -1.927 0.841
H 4.661 -1.005 2.233
*
```

No. 4
Here is a molecular structure, C5H13O3PS2 at a distorted geometry from the OMol25 dataset. Energies are from ωB97M-V/def2-TZVPD.

Output
Orbital gap = 7.512 eV
Lowest unoccupied orbital energy = -0.8 eV
Highest occupied orbital energy = -8.3 eV
Energy relative to the best compared isomer or geometry (same formula, charge and spin) = 36.3 kJ/mol

ORCA input file:
```
! wB97M-V def2-TZVPD RIJCOSX def2/J DEFGRID3
* xyz 0 1
C -0.576 -0.954 2.263
C -3.243 -0.122 -0.531
C 1.272 -2.284 -1.275
C 1.965 2.948 -0.102
C 2.088 0.254 -0.550
O -0.195 0.671 -1.081
O -0.663 -0.735 0.877
O -2.469 0.805 0.147
P -0.845 0.856 0.343
S 2.472 -1.364 -0.226
S 2.973 1.499 0.214
H 0.258 -1.685 2.391
H -1.542 -1.428 2.548
H -0.249 -0.118 2.804
H -2.811 -0.880 -1.313
H -4.052 0.406 -1.022
H -3.895 -0.800 0.228
H 0.640 -1.557 -1.707
H 0.822 -2.947 -0.497
H 1.926 -2.876 -1.902
H 1.827 3.185 -1.182
H 2.446 3.801 0.345
H 0.887 2.880 0.117
H 0.965 0.444 -0.891
*
```

No. 5
Here is 2 unconnected molecules or ions with the total composition C8H10N2OS at a distorted geometry from the OMol25 dataset. Energies are from ωB97M-V/def2-TZVPD.

Output
Orbital gap = 8.462 eV
Lowest unoccupied orbital energy = 0.3 eV
Highest occupied orbital energy = -8.2 eV
Energy relative to the best compared isomer or geometry (same formula, charge and spin) = 440.8 kJ/mol

ORCA input file:
```
! wB97M-V def2-TZVPD RIJCOSX def2/J DEFGRID3
* xyz 0 1
C -2.304 1.536 1.455
C -1.436 1.982 0.165
C -1.609 1.197 -1.147
C -0.898 -1.086 -0.768
C 0.402 -0.601 -0.204
C 2.797 -0.325 0.782
C 2.084 0.846 0.645
C 0.625 0.687 0.345
H -3.338 1.807 1.499
H -2.231 0.424 1.405
H -2.041 1.893 2.476
H -1.659 3.026 -0.116
H -0.790 1.530 -1.773
H -2.527 1.456 -1.488
H 0.076 -3.230 -0.667
H -1.908 -2.922 -1.197
H 3.794 -0.612 1.108
H 2.600 1.907 0.762
N -1.991 -0.313 -0.967
N -1.044 -2.388 -1.004
O 0.005 1.816 0.450
S 1.954 -1.644 0.034
*
```

No. 6
Here is a molecular structure, C28H35N7OSSe2Y at a distorted geometry from the OMol25 dataset. Energies are from ωB97M-V/def2-TZVPD.

Output
Orbital gap = 6.915 eV
Lowest unoccupied orbital energy = -3.6 eV
Highest occupied orbital energy = -10.5 eV
Energy relative to the best compared isomer or geometry (same formula, charge and spin) = 0.0 kJ/mol

ORCA input file:
```
! wB97M-V def2-TZVPD RIJCOSX def2/J DEFGRID3
* xyz 1 1
Y -0.065 0.244 0.368
C -2.246 1.552 4.358
C -1.790 0.859 3.119
N -0.756 1.273 2.435
N -0.057 2.364 2.841
C 1.082 2.534 2.168
O 1.488 1.688 1.286
C 1.874 3.780 2.426
C 2.907 4.162 1.585
C 3.634 5.363 1.777
C 3.340 6.198 2.847
C 2.311 5.836 3.702
C 1.583 4.666 3.499
C -2.540 -0.288 2.639
C -3.640 -0.824 3.361
C -4.314 -1.920 2.812
C -4.001 -2.351 1.519
C -2.966 -1.739 0.843
N -2.188 -0.797 1.419
H -1.589 2.415 4.493
H -2.083 0.934 5.267
H -3.294 1.901 4.317
H 3.143 3.515 0.729
H 4.400 5.625 1.062
H 3.879 7.124 2.992
H 2.013 6.491 4.513
H 0.735 4.473 4.143
H -3.933 -0.456 4.346
H -5.103 -2.359 3.405
H -4.555 -3.175 1.052
H -2.664 -2.008 -0.170
C -4.497 -1.683 -3.542
C -3.320 -1.009 -4.236
N -2.763 0.087 -3.454
C -2.012 -0.067 -2.330
S -1.874 1.442 -1.441
N -1.551 -1.305 -2.061
N -0.601 -1.502 -1.066
C -0.214 -2.751 -0.837
C -0.682 -3.939 -1.577
C 0.705 -2.927 0.272
C 1.220 -4.174 0.698
C 2.190 -4.192 1.694
C 2.622 -2.978 2.258
C 1.999 -1.806 1.895
N 1.049 -1.769 0.930
H -4.936 -2.441 -4.199
H -5.295 -0.955 -3.308
H -4.198 -2.153 -2.603
H -3.622 -0.583 -5.209
H -2.518 -1.740 -4.384
H -3.171 0.994 -3.565
H -1.210 -3.558 -2.465
H -1.396 -4.524 -0.980
H 0.142 -4.618 -1.893
H 0.846 -5.092 0.265
H 2.570 -5.164 1.996
H 3.407 -2.953 2.991
H 2.294 -0.855 2.350
C 4.385 -2.256 -2.755
Se 2.534 -1.856 -2.190
C 1.967 -0.611 -3.677
C 2.438 0.799 -3.512
Se 2.153 1.640 -1.691
C 1.117 3.254 -2.182
H 4.364 -2.580 -3.791
H 4.785 -3.046 -2.128
H 4.997 -1.367 -2.637
H 0.882 -0.693 -3.582
H 2.272 -1.084 -4.623
H 1.941 1.501 -4.206
H 3.530 0.896 -3.620
H 1.611 3.727 -3.047
H 1.136 3.905 -1.298
H 0.106 2.908 -2.411
*
```

Copy entry 4 word for word.
Here is a molecular structure, C5H13O3PS2 at a distorted geometry from the OMol25 dataset. Energies are from ωB97M-V/def2-TZVPD.

Output
Orbital gap = 7.512 eV
Lowest unoccupied orbital energy = -0.8 eV
Highest occupied orbital energy = -8.3 eV
Energy relative to the best compared isomer or geometry (same formula, charge and spin) = 36.3 kJ/mol

ORCA input file:
```
! wB97M-V def2-TZVPD RIJCOSX def2/J DEFGRID3
* xyz 0 1
C -0.576 -0.954 2.263
C -3.243 -0.122 -0.531
C 1.272 -2.284 -1.275
C 1.965 2.948 -0.102
C 2.088 0.254 -0.550
O -0.195 0.671 -1.081
O -0.663 -0.735 0.877
O -2.469 0.805 0.147
P -0.845 0.856 0.343
S 2.472 -1.364 -0.226
S 2.973 1.499 0.214
H 0.258 -1.685 2.391
H -1.542 -1.428 2.548
H -0.249 -0.118 2.804
H -2.811 -0.880 -1.313
H -4.052 0.406 -1.022
H -3.895 -0.800 0.228
H 0.640 -1.557 -1.707
H 0.822 -2.947 -0.497
H 1.926 -2.876 -1.902
H 1.827 3.185 -1.182
H 2.446 3.801 0.345
H 0.887 2.880 0.117
H 0.965 0.444 -0.891
*
```

Please write out number 1 again, unchanged.
Here is a molecular structure, C27H47BeCl3F3KLiN6O9P at a distorted geometry from the OMol25 dataset. Energies are from ωB97M-V/def2-TZVPD.

Output
Orbital gap = 1.236 eV
Lowest unoccupied orbital energy = -3.7 eV
Highest occupied orbital energy = -5.0 eV

ORCA input file:
```
! wB97M-V def2-TZVPD RIJCOSX def2/J DEFGRID3
* xyz 0 1
C -3.717 5.126 0.806
C -3.929 3.656 0.060
O -4.038 2.561 1.036
C -3.183 1.413 0.668
C -1.650 1.782 1.151
O -1.036 0.605 1.785
C -0.108 -0.096 0.879
P 1.670 0.136 1.644
C 1.595 1.783 2.613
C 3.033 2.315 3.192
C 2.896 3.974 3.350
F 1.476 4.376 3.665
F 3.201 4.527 1.998
F 3.816 4.495 4.421
C 2.844 0.233 0.092
N 4.297 -0.015 0.429
C 5.066 0.828 -0.610
C 1.976 -1.418 2.709
C 2.908 -1.188 4.037
N 2.227 -0.405 5.157
N 4.294 -0.627 3.751
N 3.155 -2.594 4.625
H -4.720 5.482 1.335
H -3.446 5.891 -0.066
H -2.821 5.093 1.592
H -3.025 3.524 -0.704
H -4.912 3.633 -0.596
H -3.481 0.414 1.228
H -3.252 1.294 -0.500
H -1.711 2.654 1.961
H -1.056 2.226 0.245
H -0.335 -1.255 0.767
H -0.068 0.336 -0.213
H 1.230 2.607 1.830
H 0.738 1.699 3.406
H 3.951 2.148 2.485
H 3.179 1.917 4.288
H 2.647 1.195 -0.561
H 2.500 -0.685 -0.590
H 4.586 0.404 1.340
H 6.175 0.466 -0.736
H 4.525 0.739 -1.645
H 5.012 1.984 -0.314
H 0.909 -1.774 3.108
H 2.377 -2.338 2.067
H 2.909 0.224 5.634
H 1.374 0.095 4.824
H 4.889 -0.596 4.620
H 4.806 -1.265 3.079
H 3.565 -3.147 3.826
H 3.956 -2.472 5.314
C 0.183 -5.381 -1.415
C 0.211 -4.085 -0.901
C 1.383 -3.583 -0.336
C 2.531 -4.374 -0.293
C 2.504 -5.669 -0.811
C 1.330 -6.175 -1.368
H -0.731 -5.773 -1.853
H -0.682 -3.466 -0.940
H 1.402 -2.575 0.071
H 3.445 -3.981 0.143
H 3.400 -6.285 -0.779
H 1.308 -7.185 -1.766
Cl 4.659 -3.878 2.439
C 5.804 5.037 -1.004
O 5.739 3.848 -1.274
N 6.695 5.865 -1.578
N 4.991 5.624 -0.108
H 6.764 6.847 -1.369
H 7.326 5.463 -2.258
H 4.305 5.036 0.347
H 5.029 6.602 0.127
Be -4.974 0.578 -0.298
C -1.315 -2.850 -4.253
Cl -2.575 -3.125 -3.044
Cl -0.176 -1.609 -3.714
H -0.772 -3.783 -4.420
H -1.782 -2.523 -5.186
C -10.327 -1.610 -2.506
C -10.481 -2.942 -2.423
C -9.280 -3.654 -1.807
O -9.234 -4.865 -1.568
C -8.078 -2.844 -1.475
C -7.919 -1.513 -1.571
C -9.160 -0.789 -2.086
O -9.261 0.438 -2.184
O -6.892 -0.822 -1.287
O -11.479 -3.640 -2.781
H -11.133 -1.016 -2.921
H -7.252 -3.443 -1.109
Li 5.222 -0.248 -2.824
O -6.937 6.155 2.534
H -6.583 5.670 3.257
K 6.699 -4.271 0.913
C -0.266 -2.259 -7.751
O -1.174 -3.165 -7.419
H -0.625 -1.235 -7.956
H 0.533 -2.052 -7.019
H 0.332 -2.450 -8.658
*
```